{
  "formula": "C35H95N15O15",
  "method": "the ωB97M-V functional and the def2-TZVPD basis",
  "e_homo_ev": -8.31,
  "smiles": "COCCNCCOC.COCCNCCOC.COCCNCCOC.COCCNCCOC.COCCNCCOC.NC(N)=O.NC(N)=O.NC(N)=O.NC(N)=O.NC(N)=O",
  "homo_lumo_gap_ev": 8.4,
  "max_force_ev_per_a": 6.56,
  "de_lowest_ev": 7.977,
  "spin_multiplicity": 1,
  "total_energy_ha": -3340.20986,
  "symbols": ["H", "H", "H", "C", "C", "C", "O", "H", "H", "H", "C", "H", "C", "C", "H", "C", "H", "H", "C", "C", "H", "H", "H", "H", "H", "N", "H", "H", "N", "H", "H", "C", "C", "H", "C", "C", "O", "C", "H", "H", "H", "O", "H", "O", "H", "O", "H", "C", "H", "N", "H", "H", "H", "H", "H", "H", "H", "O", "H", "C", "H", "H", "C", "N", "C", "H", "H", "N", "C", "H", "H", "O", "H", "C", "N", "H", "C", "C", "H", "C", "C", "H", "O", "C", "H", "H", "H", "H", "O", "H", "C", "O", "H", "O", "C", "H", "H", "C", "H", "H", "N", "H", "H", "H", "C", "H", "H", "H", "C", "H", "H", "H", "N", "C", "H", "N", "H", "H", "H", "H", "H", "H", "H", "H", "H", "O", "H", "N", "H", "O", "H", "O", "H", "N", "H", "H", "O", "H", "C", "C", "H", "H", "N", "H", "H", "N", "N", "H", "H", "H", "H", "C", "H", "C", "H", "H", "H", "H", "N", "H"],
  "positions_angstrom": [[-8.448768, 0.229659, 3.314174], [4.652419, 10.851956, 2.183837], [-3.387533, -0.402685, 8.300825], [-6.558201, -2.543172, 3.578808], [-1.836786, 7.142027, 0.779597], [0.268398, 1.949481, -6.079269], [-4.432282, -0.780330, -6.063307], [0.662667, 2.355720, -3.707764], [-1.658832, -6.732839, -3.969873], [12.668137, -1.582863, -1.596748], [2.813115, 4.800764, 1.732604], [4.385039, 2.640881, 0.533968], [-3.175551, 2.236699, 3.830052], [-8.042102, -2.213111, 3.905589], [4.030543, 9.189876, -0.861726], [3.607304, 8.452477, 1.102759], [6.611214, -5.290657, -4.584457], [-0.520507, 6.279581, -1.281416], [2.900186, 6.325880, 1.958894], [-3.617909, -2.909695, -5.457336], [4.627486, 8.613286, 1.451264], [-5.976113, -2.002895, 5.458778], [-1.352495, 1.659618, 4.260090], [-3.113359, 4.793112, -2.148195], [-2.452498, 6.113852, -2.831646], [4.802591, -4.110816, 4.247418], [-6.554043, -3.427138, 2.941087], [5.443033, 10.727842, 0.550428], [-1.258109, 4.345859, -3.081332], [-1.960252, -0.687033, 7.492069], [-5.295687, 1.037434, -6.584050], [-7.304963, 0.988720, -0.787704], [10.198700, -2.911962, -2.070959], [1.333269, -2.658958, -0.041214], [-7.954224, 0.086840, 4.274968], [-1.183535, 2.885348, -2.794448], [-0.680398, 2.493164, -5.143494], [-2.926754, -1.159878, 7.666439], [-2.414204, -1.607835, -0.155728], [3.520655, 6.524306, 2.832812], [-1.310276, 4.351603, -4.089971], [-0.389258, -5.241990, -3.331289], [-3.205121, -3.267282, 6.171488], [10.818229, -2.425335, -0.914693], [-8.525655, -2.038190, 2.944510], [-2.428564, 6.582080, -0.384263], [-2.395386, -5.703197, -2.803872], [5.202247, -2.319659, -5.202818], [8.419871, -3.268853, -0.853159], [3.393460, 7.053837, 0.747510], [4.203559, 6.561392, 0.399165], [1.874525, 6.638885, 2.154238], [-3.690047, -4.038249, -3.939114], [-2.806114, -2.680383, -6.147637], [-2.836016, -2.069761, 8.259708], [3.138247, 2.436441, 1.746432], [4.627570, 12.209679, 1.057349], [-4.081819, 3.013017, 3.998519], [4.739454, 2.137916, 2.205694], [-0.511650, -1.968483, 0.079866], [-1.872156, -8.039409, 5.721939], [-8.445658, -3.154297, 4.278959], [0.394341, -6.254985, -2.613400], [0.457503, -2.590037, -0.539598], [4.148893, 2.811170, 1.584363], [10.702138, -3.836498, -2.353605], [10.496713, -2.149525, -2.790664], [-3.130126, 1.469409, 2.773951], [6.031393, -4.466539, -4.168844], [12.829507, -3.226631, -1.009141], [0.645390, -7.102063, -3.251773], [-0.350050, -1.268650, 1.094695], [2.921501, 8.656095, 1.925137], [-5.061647, 0.431000, -5.709077], [-5.670667, -2.706468, 4.801679], [-2.460207, 7.884136, 1.278310], [-0.377481, 2.046474, -3.810534], [-4.255356, -2.629721, 4.354890], [-8.272083, -0.515658, -1.728816], [-2.292312, -4.881126, -4.876414], [3.344766, 9.440789, -0.052498], [1.980759, 4.281966, 2.208142], [-6.229571, 0.495833, -0.630829], [12.258973, -2.305462, -0.890670], [0.349817, -5.532459, 5.336857], [-0.597099, 2.771536, -1.882723], [-2.386129, -2.014631, 5.179995], [5.392961, -1.718465, -4.313831], [4.098685, 4.194948, 1.906034], [-3.979589, 1.261980, 2.268493], [8.698236, -2.933380, -1.852198], [-1.207750, -7.385983, 3.367490], [2.341090, 9.250091, -0.432454], [6.009994, -3.513613, -5.230727], [-1.713888, -5.690928, -3.654465], [-4.045303, -3.625829, 3.965337], [-2.310535, 0.919804, 2.558766], [-0.737017, -6.984885, 4.392206], [0.055069, 2.446421, -7.025647], [1.354141, -5.919515, -2.220510], [-1.658264, -2.208984, -0.451123], [-1.632128, 6.389524, 1.541148], [12.503425, -1.878788, 0.082106], [6.052616, -3.375989, -2.264098], [-1.457725, 5.764064, -1.071740], [-9.313384, 0.789721, -1.425039], [-0.391771, 0.999865, -3.506390], [-3.015596, -5.484477, -5.424975], [4.607554, 11.122213, 1.128824], [-8.190962, 0.914502, 4.943578], [-1.526010, -4.797870, -5.647094], [7.911848, -2.662983, -3.721070], [-7.522063, 2.224976, -0.508269], [4.097026, -3.339405, 3.419765], [-4.424792, -3.408165, -5.994512], [-1.176863, -7.327946, 5.547310], [5.015563, -4.854608, -4.094179], [-0.600600, -7.175448, 6.362637], [-6.208976, -1.697747, 2.986024], [6.823609, -4.987769, -2.372791], [-2.165598, 2.468394, -2.571306], [-0.205104, -6.556621, -1.754458], [-6.788223, 2.712017, -0.013943], [0.245654, -3.231928, -1.290055], [-3.413362, -1.213259, -4.304306], [3.394507, 10.754669, 0.462563], [2.608664, -2.051401, 3.809511], [8.026069, -3.379130, -3.018086], [-8.299757, 2.747619, -0.885266], [-3.723343, -1.235119, 6.493474], [2.655015, 4.734151, 0.656192], [3.973336, -3.396300, 2.182263], [4.141460, -2.570183, -5.211040], [0.108299, -5.958635, 4.453594], [-5.079250, -1.641397, -4.330873], [0.615646, -5.662641, 3.631965], [-8.317733, -1.168584, 4.797947], [-4.104228, -1.840230, 3.618707], [6.716904, -4.012788, -2.848314], [-4.181955, -1.638485, -4.949703], [8.411567, -1.881941, -1.871753], [-0.923428, 7.700512, 0.574668], [-2.101228, 2.298461, 4.486745], [5.407647, -4.793095, 3.813262], [5.449339, -1.769504, -6.110768], [-2.901443, -3.614910, -4.407071], [3.380846, -2.570227, 4.202808], [-2.135170, 2.867607, 5.320434], [0.002398, 0.914965, -6.296335], [-6.884398, 0.133643, 4.071523], [3.598516, -2.489077, 5.185731], [-3.326557, -2.326701, 5.634209], [-1.709983, -2.743026, -1.306833], [-2.124009, 5.229422, -2.285762], [-1.207580, 4.957655, -0.382352], [4.788072, -4.016408, 5.252900], [1.320399, 2.104033, -5.839460], [-4.459178, 0.996258, -4.998002], [-8.388777, 0.398360, -1.315232], [-6.070689, 0.158263, -5.399967]],
  "forces_ev_per_a": [[-0.23, 0.23, -0.16], [-0.06, -0.31, -0.06], [-0.45, -0.18, 0.09], [0.01, 1.08, 1.48], [-0.11, 0.27, 0.27], [-1.60, 0.39, -0.71], [0.49, -0.23, -0.40], [0.34, -0.07, 0.46], [0.10, -0.23, -0.15], [-0.36, 0.08, -0.53], [1.18, 0.64, -1.85], [0.19, 0.11, -0.10], [-3.20, 1.80, -2.46], [0.74, -1.40, -0.31], [0.42, 0.56, -0.22], [0.19, -0.26, -0.66], [0.20, 0.09, -0.02], [-0.11, 0.35, -0.27], [-0.02, -0.99, -0.60], [1.01, 0.22, -0.96], [0.13, 0.05, 0.31], [0.55, 0.33, 0.12], [0.04, 0.33, 0.67], [-0.01, -0.53, 0.98], [0.59, 0.10, -0.71], [2.77, -2.57, -0.49], [0.10, -0.11, 0.13], [0.33, -0.07, 0.28], [0.90, -1.08, -0.52], [0.50, -0.52, -0.45], [0.76, -0.09, -0.30], [-0.62, -1.03, -1.10], [1.54, 0.54, 0.01], [-0.04, -0.09, -0.31], [0.43, 0.06, -0.56], [0.21, 0.65, 0.94], [0.49, -1.45, 0.17], [-0.46, 1.26, 0.05], [-0.09, -0.35, -0.30], [0.05, 0.08, 0.23], [-0.48, 0.98, 0.03], [0.60, -0.42, 0.57], [-0.02, 0.10, 0.36], [1.30, 0.13, 1.85], [-0.16, 0.19, -0.26], [0.98, 0.46, 0.09], [0.00, 0.46, 0.29], [0.33, -1.26, 0.50], [-0.16, -0.83, -0.40], [-0.98, -0.73, 0.98], [0.28, 0.29, 0.03], [0.03, 0.32, 0.07], [-0.08, 0.20, 1.31], [-0.43, 0.43, -0.59], [-0.02, -0.30, -0.35], [-0.25, -0.36, -0.24], [0.15, 0.00, 0.11], [-2.48, 1.04, 1.10], [0.64, 0.85, 0.28], [1.40, 1.64, 3.20], [0.14, 0.12, -0.79], [-0.42, 0.31, 0.52], [-1.16, 0.42, -0.20], [3.17, -1.34, -0.99], [-1.71, -0.02, -0.22], [-0.57, -0.52, -0.21], [-0.56, -0.22, -1.04], [-0.09, -3.06, -3.10], [0.39, 1.00, -0.66], [-0.40, -0.40, -0.09], [-0.39, -0.13, -0.16], [-0.04, -0.12, -0.47], [0.03, 0.36, -0.04], [-0.64, -0.60, -0.37], [-0.99, -0.32, -2.20], [-0.63, -0.18, -0.44], [0.43, 2.72, 0.21], [-0.91, 0.97, 3.18], [0.08, 0.20, 0.21], [0.64, -0.47, 0.80], [-0.32, -1.09, 1.41], [0.22, 0.03, 0.59], [2.14, -2.05, 0.42], [-0.89, 0.44, 0.27], [0.02, -0.10, -0.38], [-0.11, -0.18, 0.35], [0.48, -0.34, 0.13], [0.14, 0.16, 0.05], [0.65, -0.12, 1.14], [0.27, 0.23, 0.10], [0.51, 2.44, -0.27], [-0.39, -1.22, -2.31], [-0.05, 0.29, 0.01], [0.44, 0.79, -0.47], [0.45, 0.04, -1.56], [0.58, 0.23, -0.12], [-0.32, -0.13, -0.08], [-0.41, 1.36, -2.57], [0.16, 0.29, 0.03], [-0.22, 0.85, -0.29], [-4.38, -0.09, -1.45], [0.16, -0.33, -0.05], [-0.15, -0.22, 0.11], [-0.32, -0.01, 0.25], [-0.77, -0.46, 1.65], [0.50, 0.22, 0.28], [-0.64, -0.37, -0.78], [-0.51, -0.39, 0.34], [-0.57, 0.42, -1.04], [-0.24, -0.40, 0.18], [0.45, 0.72, 0.35], [0.29, 0.13, 0.14], [-0.65, 5.07, 1.50], [-0.90, -0.72, -2.06], [0.15, -0.84, -0.05], [-1.38, -2.04, 6.01], [-0.19, 0.03, 0.92], [-0.13, 0.11, -0.14], [0.45, 0.03, -0.32], [0.14, 0.17, 0.68], [-0.31, -0.20, -0.26], [0.08, -0.40, 0.05], [-0.22, 0.09, -0.26], [0.37, 0.03, 0.17], [0.19, 0.41, 0.13], [0.13, 0.13, -0.13], [0.29, 0.12, 0.15], [-1.50, -2.59, -1.70], [0.27, -0.11, 0.31], [-0.21, -1.31, -0.33], [-0.70, -0.17, -0.30], [0.75, -0.21, 1.81], [-0.18, -0.06, -0.04], [2.43, 1.93, -0.02], [-0.32, -0.76, 0.04], [-0.28, -0.13, 0.18], [0.20, -0.11, 0.54], [0.09, 0.00, -0.24], [-0.36, -0.46, -0.61], [0.34, 2.12, 0.13], [0.34, 0.59, 1.12], [0.34, -0.21, -0.34], [5.31, -0.08, 3.85], [0.07, 0.11, 0.41], [0.03, -0.03, 0.17], [-1.01, -1.61, 0.00], [-2.73, 3.23, 1.08], [0.48, -0.24, -0.20], [0.46, -0.35, 0.39], [0.22, 0.07, 0.09], [-0.39, 0.19, -0.43], [-0.18, 0.17, -1.62], [-0.44, 0.32, 0.11], [-0.45, -0.43, -1.98], [0.24, -0.33, 0.11], [0.07, -0.15, -0.55], [-0.07, -0.08, 0.43], [-0.29, 0.08, 0.23], [-1.44, -2.41, -1.29], [-0.12, 0.31, 1.01]],
  "lowdin_charge": [0.08, 0.08, 0.08, -0.20, -0.12, -0.10, -0.20, 0.11, 0.11, 0.08, -0.21, 0.09, -0.84, -0.24, 0.12, -0.23, 0.12, 0.12, -0.19, -0.24, 0.11, 0.09, 0.12, 0.12, 0.12, 0.14, 0.11, 0.09, -0.05, 0.08, 0.08, -0.81, -0.24, 0.12, -0.10, -0.19, -0.20, -0.13, 0.12, 0.12, 0.09, -0.22, 0.11, -0.21, 0.11, -0.18, 0.12, -0.09, 0.13, -0.06, 0.11, 0.11, 0.10, 0.13, 0.09, 0.07, 0.09, 0.03, 0.08, -0.78, 0.12, 0.12, -0.08, 0.17, -0.11, 0.12, 0.12, 0.17, -0.20, 0.08, 0.08, -0.02, 0.12, -0.11, -0.05, 0.08, -0.21, -0.17, 0.11, -0.19, -0.22, 0.12, 0.05, -0.09, 0.10, 0.11, 0.10, 0.08, -0.20, 0.11, -0.21, 0.05, 0.12, -0.22, -0.21, 0.11, 0.10, -0.81, 0.08, 0.08, 0.18, 0.08, 0.08, 0.11, -0.23, 0.10, 0.12, 0.11, -0.11, 0.09, 0.12, 0.11, 0.16, -0.72, 0.13, 0.16, 0.11, 0.11, 0.09, 0.11, 0.11, 0.08, 0.13, 0.10, 0.12, -0.19, 0.12, -0.07, 0.11, -0.20, 0.11, 0.00, 0.08, 0.16, 0.12, 0.11, -0.18, 0.09, -0.20, -0.24, 0.12, 0.08, 0.18, 0.11, 0.09, -0.06, 0.14, 0.13, 0.08, 0.08, 0.10, -0.18, 0.11, -0.21, 0.12, 0.10, 0.09, 0.09, 0.15, 0.08]
}